{
  "formula": "C6H10O",
  "method": "ωB97M-V with the def2-TZVPD basis set",
  "elements": ["O", "C", "C", "C", "C", "C", "C", "H", "H", "H", "H", "H", "H", "H", "H", "H", "H"],
  "coordinates": [[1.0121, -0.6884, 0.9180], [2.1215, -0.6932, 0.1466], [-0.7979, 0.4392, -0.3769], [0.1306, 0.4295, 0.8244], [-2.2834, 0.3605, -0.1182], [2.4666, 0.1987, -0.7760], [-1.5592, -0.8110, -0.7023], [-1.7286, -1.0378, -1.7498], [-2.9615, 0.9213, -0.7558], [-0.4560, 0.3564, 1.7421], [-2.5991, 0.2887, 0.9197], [-0.4885, 1.0436, -1.2271], [0.7046, 1.3648, 0.8669], [2.7442, -1.5511, 0.3789], [1.8237, 1.0346, -1.0135], [3.4024, 0.0948, -1.3083], [-1.3673, -1.6728, -0.0709]],
  "forces_ev_per_a": [[0.03, -0.02, -0.08], [0.08, 0.05, -0.13], [0.16, 0.06, -0.02], [-0.18, 0.14, 0.08], [-0.15, 0.09, 0.08], [-0.09, 0.02, 0.05], [0.04, -0.22, -0.08], [0.06, -0.01, 0.16], [0.18, -0.08, 0.10], [-0.01, 0.03, -0.08], [0.05, 0.04, -0.16], [-0.04, -0.11, 0.18], [-0.01, -0.17, 0.02], [-0.08, 0.05, 0.01], [0.13, 0.04, -0.09], [-0.10, -0.03, 0.05], [-0.08, 0.10, -0.08]],
  "e_tot_ha": -309.78753,
  "de_lowest_kj_mol": 144.0,
  "molar_mass_g_mol": 98.145,
  "homo_lumo_gap_ev": 10.069,
  "smiles": "C=COCC1CC1"
}